DFT (the ωB97M-V functional and the def2-TZVPD basis) results for a 2-piece molecular cluster, C39H36BF6NO2S overall.

gap between HOMO and LUMO: 2.659 eV
ΔE to the lowest compared entry with this formula, charge and spin: 0.00 kcal/mol

Cartesian coordinates (Å):
C1 3.08714 -1.26936 -6.26291
C2 2.30712 -0.54967 -5.22848
C3 2.46512 0.75539 -4.80603
C4 1.60591 1.11311 -3.71704
C5 0.84343 0.03281 -3.29352
B1 -0.02852 -0.12411 -1.92367
C6 -1.24567 0.47087 -2.84143
C7 -2.11887 -0.38126 -3.50909
C8 -3.26865 0.12522 -4.10508
C9 -4.27903 -0.82017 -4.68432
F1 -4.89696 -0.32020 -5.79742
F2 -3.73833 -2.02505 -5.03213
F3 -5.27863 -1.06870 -3.77068
C10 -3.55447 1.48435 -4.09502
C11 -2.62235 2.33590 -3.52541
C12 -2.89407 3.81009 -3.43842
F4 -2.91804 4.20748 -2.11814
F5 -1.93376 4.56460 -4.05675
F6 -4.09072 4.17188 -3.97787
C13 -1.44973 1.84008 -2.95393
O1 -0.08437 -1.48803 -1.55887
C14 1.01431 -2.01426 -0.80629
C15 2.15311 -1.01672 -0.48069
C16 2.97530 -1.53809 0.68848
C17 3.19716 -0.91919 -1.56338
C18 1.56257 0.36921 -0.14869
O2 0.48394 0.79091 -0.96737
S1 1.03895 -1.33883 -4.33745
H1 3.71715 -0.54060 -6.77903
H2 3.73897 -2.02221 -5.79428
H3 2.45691 -1.76028 -7.01719
H4 3.17891 1.43322 -5.27437
H5 1.56888 2.10200 -3.27361
H6 -1.87075 -1.43107 -3.60058
H7 -4.47138 1.86084 -4.52971
H8 -0.68075 2.52911 -2.61556
H9 0.58052 -2.37860 0.14239
H10 1.41875 -2.88292 -1.35534
H11 3.75691 -0.79952 0.91466
H12 2.36809 -1.70186 1.58318
H13 3.44775 -2.48010 0.37793
H14 4.02345 -0.31027 -1.17783
H15 3.54793 -1.92197 -1.82614
H16 2.81646 -0.43594 -2.45437
H17 1.18389 0.35659 0.88490
H18 2.34765 1.13875 -0.20065
C19 3.97990 -0.00578 6.55453
N1 2.88096 0.90506 6.27307
C20 2.82618 2.12592 7.05632
C21 1.94727 0.60959 5.32362
C22 1.96109 -0.65807 4.66976
C23 1.07912 -0.93872 3.64040
C24 0.16666 0.03223 3.13928
C25 -0.75390 -0.29645 2.06591
C26 -1.69857 0.66454 1.52814
C27 -2.89278 -0.03331 1.14881
C28 -4.02406 0.66802 0.72786
C29 -3.94093 2.05698 0.60052
C30 -2.74182 2.72668 0.89849
C31 -1.61750 2.04641 1.37861
C32 -2.63829 -1.45471 1.30109
C33 -1.30510 -1.62916 1.82186
C34 -0.84183 -2.93482 2.01473
C35 -1.66189 -4.00730 1.64507
C36 -2.96051 -3.82485 1.14936
C37 -3.45327 -2.52881 0.96313
C38 0.13885 1.28614 3.83384
C39 0.94838 1.54814 4.92781
H19 4.48022 -0.34924 5.63773
H20 4.73108 0.52385 7.15349
H21 3.64429 -0.90492 7.08894
H22 1.84969 2.22309 7.55068
H23 3.61652 2.05933 7.81797
H24 3.01012 3.01790 6.43689
H25 2.67829 -1.42663 4.98352
H26 1.07737 -1.94979 3.24060
H27 -4.94750 0.11835 0.54157
H28 -4.80557 2.64176 0.27445
H29 -2.67064 3.79978 0.73280
H30 -0.69436 2.58644 1.59222
H31 0.15059 -3.14943 2.40476
H32 -1.25380 -5.01366 1.73227
H33 -3.55925 -4.69862 0.90475
H34 -4.43649 -2.33991 0.53622
H35 -0.58336 2.05301 3.54306
H36 0.85360 2.49756 5.47304